1.
{"formula": "C36H40BNP2Zr", "method": "ωB97M-V with the def2-TZVPD basis set", "elements": ["Zr", "C", "C", "C", "C", "C", "C", "C", "C", "C", "H", "H", "H", "H", "H", "H", "H", "H", "H", "H", "H", "H", "H", "H", "H", "P", "P", "C", "C", "C", "C", "C", "C", "C", "C", "C", "C", "C", "C", "C", "C", "C", "C", "C", "C", "C", "C", "C", "C", "C", "C", "C", "C", "H", "H", "H", "H", "H", "H", "H", "H", "H", "H", "H", "H", "H", "H", "H", "H", "H", "H", "H", "H", "H", "H", "B", "C", "N", "H", "H", "H"], "xyz": [[-0.081, 0.130, 2.990], [-1.893, 0.859, -4.810], [-1.909, -0.419, -4.371], [-1.045, -1.569, -4.808], [0.280, -1.217, -5.513], [1.188, -0.372, -4.663], [1.204, 0.970, -4.534], [0.341, 1.991, -5.220], [-0.985, 1.490, -5.827], [1.678, 0.541, 4.285], [-2.638, 1.549, -4.400], [-2.687, -0.700, -3.657], [-1.615, -2.257, -5.457], [-0.813, -2.150, -3.899], [0.803, -2.174, -5.688], [0.081, -0.785, -6.502], [1.936, -0.951, -4.111], [1.982, 1.416, -3.908], [0.911, 2.513, -6.009], [0.109, 2.765, -4.468], [-1.508, 2.382, -6.213], [-0.786, 0.843, -6.690], [1.411, 1.562, 4.740], [2.653, 0.520, 3.770], [1.904, -0.173, 5.100], [-1.594, -0.564, 0.930], [1.594, -0.008, 1.026], [-0.564, -0.787, -0.521], [0.776, -0.563, -0.494], [-2.527, -2.099, 1.233], [-2.864, -2.831, 0.090], [-3.581, -4.007, 0.265], [-3.942, -4.417, 1.554], [-3.589, -3.668, 2.683], [-2.864, -2.486, 2.547], [-2.750, 0.810, 0.642], [-2.281, 2.138, 0.670], [-3.225, 3.142, 0.449], [-4.567, 2.815, 0.220], [-5.001, 1.484, 0.212], [-4.086, 0.460, 0.424], [3.091, -1.060, 1.233], [2.944, -2.346, 1.789], [4.099, -3.102, 1.990], [5.354, -2.581, 1.648], [5.479, -1.296, 1.108], [4.340, -0.522, 0.896], [2.228, 1.680, 0.586], [2.426, 2.615, 1.616], [2.869, 3.892, 1.276], [3.111, 4.219, -0.060], [2.912, 3.274, -1.079], [2.473, 1.992, -0.756], [-1.139, -1.065, -1.407], [1.418, -0.682, -1.370], [-2.552, -2.454, -0.897], [-3.847, -4.571, -0.621], [-4.508, -5.333, 1.667], [-3.880, -3.995, 3.679], [-2.567, -1.869, 3.417], [-1.217, 2.366, 0.874], [-2.903, 4.182, 0.454], [-5.295, 3.598, 0.041], [-6.038, 1.211, 0.041], [-4.365, -0.604, 0.443], [1.944, -2.718, 2.066], [4.015, -4.103, 2.412], [6.249, -3.174, 1.797], [6.444, -0.869, 0.839], [4.389, 0.495, 0.486], [2.238, 2.345, 2.666], [3.029, 4.624, 2.071], [3.459, 5.211, -0.319], [3.102, 3.514, -2.124], [2.307, 1.226, -1.526], [0.001, 0.004, 7.728], [-0.310, -0.077, 6.184], [-0.744, -0.210, 5.063], [1.005, -0.585, 7.994], [-1.009, -0.580, 8.025], [-0.006, 1.167, 8.006]], "forces_ev_per_a": [[-1.7, 1.2, 5.1], [-0.3, -1.0, 0.5], [-0.2, 1.0, -0.6], [0.1, -0.1, 0.1], [-0.1, -0.5, -0.1], [0.2, 1.0, 0.2], [0.2, -0.9, -0.3], [-0.2, 0.2, 0.1], [0.1, 0.4, -0.3], [1.9, -0.1, -1.0], [0.2, -0.3, 0.1], [0.1, 0.2, -0.1], [0.1, 0.3, 0.2], [0.0, 0.0, -0.2], [-0.2, 0.4, -0.1], [0.2, -0.2, 0.4], [-0.1, 0.3, 0.0], [-0.1, -0.2, 0.0], [-0.1, -0.2, 0.3], [0.0, -0.1, -0.2], [0.2, -0.4, 0.0], [-0.2, 0.3, 0.3], [0.3, -1.1, -0.6], [-0.2, 0.8, 0.1], [-0.6, 0.3, -0.2], [0.1, -0.4, -0.1], [2.0, -0.1, -1.0], [1.0, 0.2, -0.4], [-1.5, -0.3, -0.1], [0.6, 0.7, -0.1], [0.1, 0.1, 0.4], [0.0, 0.2, 0.0], [0.1, 0.3, -0.2], [0.0, 0.1, 0.1], [0.1, 0.0, -0.8], [0.5, -0.6, 0.2], [-0.6, -0.4, 0.1], [0.2, 0.1, 0.0], [0.1, -0.3, 0.0], [0.2, -0.1, 0.0], [0.2, 0.2, 0.1], [-0.6, 0.3, 0.1], [0.3, 0.5, -0.1], [-0.1, 0.0, -0.1], [-0.2, 0.3, -0.1], [-0.2, 0.0, 0.0], [-0.3, -0.1, 0.1], [-0.6, -0.5, 0.5], [-0.2, -0.1, -0.2], [0.0, 0.1, 0.1], [-0.1, -0.4, -0.1], [0.0, -0.2, 0.3], [-0.2, -0.1, 0.1], [0.6, 0.1, -0.2], [-0.4, -0.1, 0.0], [-0.4, -0.5, 0.5], [-0.1, -0.2, 0.2], [0.0, 0.1, 0.1], [0.0, -0.1, -0.2], [-0.3, -0.5, -0.4], [-0.5, 0.0, -0.3], [-0.2, -0.2, 0.0], [0.1, 0.0, 0.0], [0.1, 0.3, 0.0], [-0.1, 0.7, -0.1], [0.6, 0.0, -0.2], [0.1, 0.2, -0.1], [-0.1, 0.0, 0.0], [-0.1, -0.3, 0.1], [0.2, -0.6, 0.2], [0.2, 0.2, -0.6], [0.0, -0.2, -0.3], [0.0, 0.0, 0.0], [0.0, 0.1, 0.3], [0.1, 0.6, 0.2], [-0.1, 0.1, -1.5], [-1.2, -0.6, -1.0], [0.9, 0.3, 0.2], [0.1, -0.1, -0.1], [-0.3, -0.1, 0.3], [0.0, 0.2, 0.1]], "e_above_lowest_kj_mol": 123.8, "homo_energy_ha": -0.484, "multiplicity": 1, "orbital_gap_ha": 0.1643, "charge": 2, "energy_ha": -2204.4087, "e_lumo_ev": -8.7}

2.
{"formula": "C36H40BrN5O2S2W", "method": "ωB97M-V with the def2-TZVPD basis set", "elements": ["W", "O", "C", "C", "C", "C", "C", "C", "C", "O", "N", "N", "C", "C", "Br", "C", "C", "C", "C", "C", "C", "C", "H", "H", "H", "H", "H", "H", "H", "H", "H", "H", "H", "H", "H", "H", "C", "C", "N", "C", "C", "S", "C", "C", "S", "C", "N", "C", "H", "H", "H", "H", "H", "H", "H", "H", "C", "C", "C", "C", "C", "C", "C", "C", "N", "C", "C", "C", "C", "H", "H", "H", "H", "H", "H", "H", "H", "H", "H", "H", "H", "H", "H", "H", "H", "H", "H"], "xyz": [[-0.118, 0.008, -0.485], [-1.310, 3.254, 1.548], [-1.634, 2.839, 2.813], [-2.246, 3.747, 3.661], [-2.571, 3.369, 4.954], [-2.303, 2.084, 5.410], [-1.688, 1.181, 4.563], [-1.336, 1.550, 3.267], [-0.583, 0.585, 2.406], [-1.096, 0.468, 1.102], [0.788, 1.030, 2.189], [1.352, 0.779, 1.016], [2.674, 1.324, 0.960], [3.718, 0.629, 0.598], [1.878, -0.655, -1.726], [4.783, -0.043, 0.263], [5.590, -0.868, 1.177], [6.517, -1.756, 0.637], [7.268, -2.573, 1.469], [7.102, -2.502, 2.844], [6.188, -1.608, 3.390], [5.435, -0.794, 2.562], [-1.323, 2.490, 0.958], [-2.466, 4.740, 3.292], [-3.049, 4.084, 5.609], [-2.570, 1.794, 6.416], [-1.469, 0.177, 4.908], [-0.574, -0.407, 2.877], [1.291, 1.566, 2.886], [2.754, 2.356, 1.298], [5.079, -0.026, -0.782], [6.653, -1.805, -0.436], [7.988, -3.258, 1.044], [7.694, -3.132, 3.494], [6.079, -1.536, 4.464], [4.745, -0.076, 2.990], [2.159, -2.028, 2.056], [0.781, -2.466, 1.700], [0.043, -1.976, 0.728], [-1.167, -2.641, 0.618], [-1.374, -3.601, 1.548], [0.003, -3.726, 2.551], [-1.902, -2.364, -0.616], [-2.963, -2.990, -1.166], [-3.094, -2.571, -2.824], [-1.734, -1.567, -2.727], [-1.257, -1.488, -1.490], [-1.061, -1.010, -3.928], [2.701, -1.746, 1.155], [2.699, -2.830, 2.555], [2.141, -1.170, 2.730], [-2.214, -4.268, 1.652], [-3.619, -3.718, -0.719], [-1.769, -0.835, -4.735], [-0.325, -1.745, -4.264], [-0.531, -0.093, -3.689], [-4.529, 1.383, -4.895], [-4.047, 1.256, -3.477], [-4.948, 1.006, -2.443], [-4.533, 0.946, -1.124], [-5.511, 0.692, -0.011], [-3.176, 1.126, -0.837], [-2.252, 1.339, -1.852], [-2.703, 1.411, -3.173], [-0.829, 1.447, -1.547], [-0.131, 2.722, -2.048], [0.435, 2.516, -3.454], [-1.111, 3.892, -2.001], [1.032, 3.029, -1.114], [-5.340, 0.685, -5.101], [-3.727, 1.205, -5.611], [-4.914, 2.388, -5.078], [-5.999, 0.879, -2.677], [-6.459, 1.193, -0.199], [-5.125, 1.042, 0.946], [-5.721, -0.375, 0.083], [-2.881, 1.113, 0.199], [-2.013, 1.602, -3.978], [-0.332, 2.459, -4.222], [1.066, 1.627, -3.499], [1.061, 3.373, -3.701], [-1.923, 3.795, -2.718], [-0.562, 4.802, -2.241], [-1.536, 4.014, -1.002], [1.807, 2.265, -1.166], [0.695, 3.160, -0.083], [1.489, 3.966, -1.429]], "forces_ev_per_a": [[0.1, -0.1, 0.1], [0.0, 0.0, 0.0], [0.0, 0.0, 0.0], [0.0, 0.0, 0.0], [0.0, 0.0, 0.0], [0.0, 0.0, 0.0], [0.0, 0.0, 0.0], [0.0, 0.0, 0.0], [0.0, 0.0, 0.0], [0.0, 0.0, 0.0], [0.0, -0.1, 0.0], [-0.1, 0.0, -0.1], [0.1, 0.0, 0.0], [0.0, 0.0, 0.0], [0.0, 0.0, 0.0], [0.0, 0.0, 0.0], [0.0, 0.0, 0.0], [0.0, 0.0, 0.0], [0.0, 0.0, 0.0], [0.0, 0.0, 0.0], [0.0, 0.0, 0.0], [0.0, 0.0, 0.0], [0.0, 0.0, 0.0], [0.0, 0.0, 0.0], [0.0, 0.0, 0.0], [0.0, 0.0, 0.0], [0.0, 0.0, 0.0], [0.0, 0.0, 0.0], [0.0, 0.0, 0.0], [0.0, 0.0, 0.0], [0.0, 0.0, 0.0], [0.0, 0.0, 0.0], [0.0, 0.0, 0.0], [0.0, 0.0, 0.0], [0.0, 0.0, 0.0], [0.0, 0.0, 0.0], [0.0, 0.0, 0.0], [0.0, 0.0, 0.0], [0.0, 0.1, 0.0], [-0.1, 0.0, -0.1], [0.0, 0.0, 0.0], [0.0, 0.0, 0.0], [0.0, 0.0, 0.0], [0.0, 0.0, 0.0], [0.0, 0.0, 0.0], [0.0, 0.0, 0.0], [0.0, 0.0, 0.0], [0.0, 0.0, 0.0], [0.0, 0.0, 0.0], [0.0, 0.0, 0.0], [0.0, 0.0, 0.0], [0.0, 0.0, 0.0], [0.0, 0.0, 0.0], [0.0, 0.0, 0.0], [0.0, 0.0, 0.0], [0.0, 0.0, 0.0], [0.0, 0.0, 0.0], [0.0, 0.0, 0.0], [0.0, 0.0, 0.0], [0.1, 0.0, 0.0], [0.0, 0.0, 0.0], [-0.1, 0.0, 0.0], [0.0, 0.0, -0.1], [0.0, 0.0, 0.1], [0.0, 0.0, 0.1], [0.0, 0.0, 0.0], [0.0, 0.0, 0.0], [0.0, 0.0, 0.0], [0.0, 0.0, 0.0], [0.0, 0.0, 0.0], [0.0, 0.0, 0.0], [0.0, 0.0, 0.0], [0.0, 0.0, 0.0], [0.0, 0.0, 0.0], [0.0, 0.0, 0.0], [0.0, 0.0, 0.0], [0.0, 0.0, 0.0], [0.0, 0.0, 0.0], [0.0, 0.0, 0.0], [0.0, 0.0, 0.0], [0.0, 0.0, 0.0], [0.0, 0.0, 0.0], [0.0, 0.0, 0.0], [0.0, 0.0, 0.0], [0.0, 0.0, 0.0], [0.0, 0.0, 0.0], [0.0, 0.0, 0.0]], "e_above_lowest_kj_mol": 23.3, "homo_energy_ha": [-0.484, -0.484], "multiplicity": 3, "orbital_gap_ha": [0.2178, 0.2213], "charge": 2, "energy_ha": -5257.0692, "e_lumo_ev": [-7.3, -7.1]}

Q: Which value of multiplicity does entry 1 give?
A: 1

Q: The lowest multiplicity belongs to which entry?
A: C36H40BNP2Zr

Q: charge of number 1 (C36H40BNP2Zr)?
A: +2